Entry from the OMol25 dataset: a cluster of 14 separate species, C26H80O14 in total in a non-equilibrium geometry (wB97M-V/def2-TZVPD).

Each line ends with the Mulliken charge.
Atoms and positions in Å:
O -17.3830 16.6660 -3.6078  -0.511
H -19.4417 11.6382 -5.6040  0.363
H -10.9169 18.2029 -4.1753  -0.118
C -15.1270 10.8695 0.8942  -1.204
H -11.3749 21.1199 -3.8013  0.278
H -12.7158 12.6568 2.0545  0.264
C -11.4923 18.9785 -3.6993  0.788
H -11.4147 10.0476 -2.0410  0.307
C -13.4457 9.6847 -2.6500  -1.018
H -18.7928 16.7551 -2.0982  0.405
H -9.2072 18.7301 -7.0969  0.355
H -14.2653 11.2655 2.7772  0.346
H -14.3156 21.2364 -3.0129  -0.178
C -18.0616 13.2057 -4.9640  0.166
H -17.2518 18.8406 -2.1703  0.349
H -12.8215 15.8775 1.3590  0.297
H -12.1964 19.7022 1.2198  0.282
C -17.6789 16.7597 -2.2607  -0.116
H -11.5432 20.8615 0.0204  0.463
H -9.4810 19.0633 -8.8192  0.404
H -11.4832 18.9038 -2.5727  -0.178
H -13.4092 10.2803 -3.6194  0.226
O -14.6517 16.1127 -3.9647  -0.589
H -18.1115 12.9271 -3.8824  0.368
H -11.9617 14.9552 -3.5521  -0.431
H -15.2868 18.9353 -7.6341  0.245
H -11.6159 16.2353 -1.2769  0.317
H -15.0225 16.3656 -7.9376  0.134
H -10.9864 16.7304 -6.0833  0.081
C -9.9469 18.7226 -7.8946  -0.930
C -14.4745 11.8115 1.8596  -0.037
H -13.6984 17.6474 -8.9968  0.154
C -18.5505 12.1513 -5.9333  -1.286
H -16.6389 14.4456 -8.7158  0.228
H -10.4241 15.0514 0.2490  0.235
H -14.9469 20.1455 -4.7572  0.178
C -8.4936 15.7270 -0.4457  -1.265
C -16.2728 14.7073 -7.6819  -0.070
O -13.1226 12.0878 1.3851  -0.551
H -16.1935 13.7940 -7.0914  0.190
H -16.1126 10.6620 1.3068  0.421
C -11.9028 19.8789 0.1799  -0.574
O -12.5213 9.3792 -0.4547  -0.605
H -10.0312 15.8785 -3.7017  0.204
H -12.5046 10.0015 0.3048  0.271
H -12.1868 14.9569 -5.3135  -0.447
H -14.2648 14.8877 -8.3806  0.400
H -14.4985 15.3619 -6.6647  0.259
H -14.5727 9.9721 0.8808  0.362
H -15.2095 11.2329 -0.1150  0.200
C -10.9342 20.2725 -4.2682  -1.089
H -16.5752 21.6842 -3.8083  0.245
C -14.3168 15.8028 -0.1598  0.319
H -16.0528 22.7227 -5.0683  0.313
O -13.2875 18.8279 -6.9299  -0.362
H -8.5594 16.5604 0.2756  0.300
O -13.3788 15.6054 -1.2312  -0.116
H -10.2197 13.3010 -5.7051  0.330
H -11.5388 12.5767 -4.7881  0.237
H -14.4284 9.7099 -2.2405  0.284
H -14.5246 18.6512 -10.0670  0.365
H -10.9987 16.9843 -8.8641  0.369
H -12.8892 17.9426 -7.1510  -0.009
O -18.8514 14.3609 -5.0438  -0.658
O -15.5198 20.7606 -5.2124  -0.478
H -11.1608 20.1432 -5.3405  0.062
H -14.0194 20.3449 -0.1903  0.622
H -9.9615 13.1719 -4.0856  0.333
H -9.8549 20.3936 -4.1101  0.408
C -14.2811 19.1944 -7.9062  -0.205
H -13.3041 8.6157 -2.9282  0.294
H -17.0457 13.3373 -5.2591  -0.110
H -12.8841 18.9513 -5.0001  -0.211
C -16.9325 17.9275 -1.7078  -0.896
H -17.7459 11.4044 -6.0732  0.347
O -10.8515 19.0778 -0.2653  -0.447
O -10.4414 15.7764 -4.6126  -0.729
H -10.8065 19.3264 -7.6844  0.068
O -17.3798 15.4484 -7.0452  -0.569
C -13.6729 15.2703 1.1020  -1.108
H -18.7311 12.5543 -6.9094  0.327
C -14.9473 15.3941 -7.6550  -0.911
H -14.6979 22.9453 -2.8002  0.475
H -10.0448 14.4936 -1.3738  0.297
O -10.6321 16.4085 -1.3319  -0.298
H -13.3286 19.8275 -1.5479  -0.439
H -18.4293 14.9932 -5.6727  0.501
H -11.0708 18.1052 -0.2208  0.222
H -15.1828 15.2121 -0.3724  0.185
H -12.5020 11.2452 -1.4831  0.072
H -15.0624 12.7583 1.9951  0.235
O -12.8853 18.7765 -4.0792  0.739
H -7.8959 15.9938 -1.3545  0.266
C -9.9416 15.3334 -0.6927  -0.105
C -13.8540 18.6724 -9.2212  -1.311
H -14.3798 15.2815 1.8796  0.561
H -7.9972 14.8764 0.0419  0.384
C -12.4112 10.1913 -1.6372  0.130
H -13.3392 14.2458 0.8380  -0.106
C -10.4143 17.1864 -8.0008  -0.446
C -14.5206 22.1752 -3.5299  -0.608
H -17.2791 15.7946 -1.8655  0.156
C -13.2896 19.6273 -0.5132  -0.073
H -14.2697 16.9614 -4.2436  0.284
H -13.6605 22.5197 -4.0723  0.244
H -15.8493 17.8193 -1.8045  -0.040
H -17.1013 16.3498 -6.8529  0.293
C -10.7655 13.4214 -4.7634  -1.324
H -17.1491 18.1508 -0.6482  0.400
H -13.6971 18.6017 -0.3711  -0.084
C -15.7136 21.9051 -4.4074  -0.290
O -11.3731 16.9054 -6.9794  -0.357
C -11.4147 14.7673 -4.5313  1.716
H -13.6814 15.8622 -2.1258  -0.078
H -15.5843 16.3627 -4.0051  0.229
H -14.3837 20.2535 -7.9520  0.504
H -14.6799 16.8552 -0.0650  -0.042
H -12.9217 19.1022 -9.4466  0.353
H -17.9655 15.9760 -3.9075  0.218
H -9.5120 16.5594 -7.9498  0.379

- energy relative to the best compared isomer or geometry (same formula, charge and spin) (kcal/mol) = 48.8
- total charge = 0
- spin multiplicity = 1
- LUMO (eV) = 0.48
- E (eV) = -56920.6310